Here is a cluster of 2 separate species, CH7N6 in total from OMol25. Energies are from wB97M-V/def2-TZVPD.

Geometry (Å):
N 2.5239 -0.4614 0.2717
N 2.6818 0.4759 -0.6632
N -2.9479 -1.4882 0.4224
N -0.5285 0.7211 -0.2496
N 1.4304 -0.5646 0.8182
N -2.3389 -0.4582 0.3291
C -1.7763 0.3607 -0.3857
H 3.5936 0.9514 -0.7828
H 1.3246 -1.4352 1.3426
H 0.1242 0.1281 0.4203
H -2.4285 1.1149 -1.0133
H -3.5185 -1.7344 1.2156
H 0.0103 1.3840 -0.7755
H 1.8499 1.0059 -0.9498

Force components x, y, z for each atom (eV/Å):
2.3116 -0.1223 -0.2194
-0.7293 0.7156 0.1458
0.8662 -1.2953 -2.5663
0.7904 -1.5187 1.3872
-1.5228 -0.3044 -0.1744
-3.9050 -3.1006 4.0605
1.6030 6.4493 -4.4299
-0.8081 -1.0954 0.2935
0.9322 0.2049 0.2334
0.0026 0.6869 -0.9696
0.7618 -1.9899 1.0419
-0.0356 0.9780 1.3620
-1.0637 0.4897 -0.4677
0.7966 -0.0977 0.3030

Output
**LUMO level**: -5.509 eV
**Gap between HOMO and LUMO**: 7.962 eV
**HOMO level**: -13.47 eV
**Total energy**: -370.412148 Ha
**Strongest force on any atom**: 7.987 eV Å⁻¹
**Total charge**: +1
**ΔE to the lowest compared entry with this formula, charge and spin**: 480.00 kJ/mol

Here is what Mulliken gives for the atomic charges, in e: -0.331 -0.155 -0.448 -0.272 -0.170 0.442 0.076 0.301 0.232 0.336 0.303 0.313 0.228 0.145